The following is a quantum chemistry calculation of 12 unconnected molecules or ions with the total composition C34H68Br4O30 at a distorted geometry, from the OMol25 dataset.

Last column: Löwdin charge in e.
CARTESIAN COORDINATES (ANGSTROEM)
H1 0.972 -4.033 -4.970  0.103
C1 4.750 4.134 2.267  -0.649
H2 3.706 3.110 -2.508  0.066
H3 3.643 -6.208 4.576  0.097
H4 0.261 0.926 -5.793  0.111
H5 -1.762 -2.164 2.513  0.089
C2 -4.144 -5.645 -3.774  -0.037
H6 -1.559 1.214 -2.387  0.027
C3 -1.681 -2.210 -5.484  -0.581
O1 -0.599 4.890 0.271  0.026
O2 3.047 -2.197 -1.080  -0.004
C4 -6.546 3.356 -0.640  -0.048
C5 2.160 1.937 -4.140  -0.668
H7 1.779 1.980 -0.846  0.082
C6 -0.363 4.441 1.492  -0.605
C7 -1.458 0.403 -1.681  -0.051
H8 -1.753 -0.524 -2.185  0.087
H9 6.059 -0.128 -0.519  0.089
O3 2.167 -4.364 3.578  0.129
C8 -0.241 4.051 -0.812  -0.023
O4 -4.434 1.967 1.700  0.025
C9 -1.100 -2.967 2.834  -0.046
H10 1.748 -1.355 -2.457  0.082
H11 -6.226 4.393 -0.546  0.102
H12 -0.175 -2.596 3.259  0.079
H13 -0.312 3.002 -0.527  0.077
H14 -3.563 -2.269 -0.162  0.107
H15 -0.469 0.808 4.944  0.098
C10 4.956 1.169 5.309  -0.037
O5 -1.824 -1.524 -4.504  0.083
C11 -2.745 -3.002 -0.229  -0.027
O6 -3.970 3.346 -0.011  0.141
H16 4.546 3.202 -4.091  0.100
H17 6.389 -1.024 0.938  0.096
O7 4.371 -4.354 3.950  0.016
Br1 -3.673 1.454 -4.176  0.747
H18 -0.807 4.129 4.017  0.072
H19 5.334 5.037 2.164  0.047
O8 3.337 1.519 -3.720  -0.005
H20 5.208 -5.773 5.203  0.091
H21 -3.627 -6.130 -4.597  0.093
C12 0.350 1.312 4.429  0.011
O9 1.406 0.236 0.242  0.014
H22 -4.949 -5.040 -4.199  0.098
H23 0.487 5.243 4.067  0.056
C13 -2.283 -4.406 7.029  -0.043
H24 -5.990 2.383 -4.210  0.053
O10 0.149 3.393 1.802  0.113
Br2 4.626 3.499 0.412  0.697
H25 -4.578 -6.370 -3.090  0.095
H26 0.124 2.374 4.499  0.069
C14 2.470 -2.189 2.077  -0.012
H27 -0.893 4.220 -1.662  0.101
O11 5.018 -1.926 -0.258  0.003
H28 7.063 -1.640 -0.546  0.097
H29 3.811 -4.918 5.838  0.101
C15 4.235 -5.365 4.935  -0.043
C16 -1.961 -3.543 4.879  -0.649
O12 -0.640 -3.012 -5.736  0.020
C17 6.190 -1.137 -0.132  -0.035
H30 -5.457 4.572 -5.543  0.060
C18 3.272 -3.948 3.361  -0.655
O13 -1.704 -3.968 3.657  0.030
H31 -3.201 -3.898 7.331  0.097
H32 1.004 -2.299 -4.604  0.084
H33 -2.617 2.835 2.121  0.087
H34 -3.485 -0.438 -6.602  0.061
C19 2.707 1.177 4.748  -0.636
H35 5.154 2.250 5.324  0.081
H36 -2.243 -5.390 7.478  0.091
H37 1.825 -2.794 1.434  0.097
Br3 3.397 5.046 4.566  0.660
O14 -2.623 -3.416 -1.603  0.016
C20 -0.559 5.155 3.730  -0.050
O15 -4.573 -4.481 -1.449  0.150
H38 -1.137 5.885 4.283  0.098
H39 -1.860 -2.562 0.212  0.047
C21 2.259 1.029 -0.618  -0.018
H40 -4.309 -1.646 -5.588  0.096
H41 2.659 3.594 2.546  0.024
H42 5.618 0.709 6.032  0.093
C22 0.355 -3.166 -4.732  -0.041
O16 1.877 3.036 -4.453  0.160
C23 2.143 -2.336 -2.180  -0.026
C24 3.328 4.430 2.704  -0.692
H43 -0.857 -3.532 1.935  0.091
H44 2.644 -2.736 -3.063  0.099
O17 3.586 -3.010 2.493  0.021
Br4 -5.293 2.642 -7.116  0.595
O18 -2.309 -4.582 5.626  0.006
H45 5.195 3.382 2.905  0.043
O19 -0.095 0.382 -1.314  -0.014
C25 0.198 -0.112 -0.129  -0.640
H46 0.511 0.942 3.426  0.090
O20 3.602 0.914 5.684  0.017
H47 0.786 4.276 -1.110  0.100
H48 2.947 -1.386 1.542  0.078
O21 4.591 -1.153 -2.329  0.144
H49 -0.516 0.158 -4.442  0.056
O22 -6.012 2.526 0.363  0.015
H50 2.450 0.507 -1.555  0.072
C26 0.075 1.025 -4.721  -0.038
H51 -7.625 3.334 -0.513  0.098
C27 4.230 2.546 -3.287  -0.032
H52 -0.084 -3.423 -3.769  0.091
O23 2.961 1.519 3.620  0.092
H53 1.818 -1.897 2.892  0.083
H54 -2.926 1.249 2.925  0.101
H55 -6.297 2.967 -1.626  0.075
O24 -1.901 -2.413 5.245  0.136
C28 -3.673 -1.506 -6.460  -0.079
H56 -2.564 1.242 1.268  0.082
C29 4.259 -1.725 -1.336  -0.632
O25 -3.168 -4.827 -3.131  0.000
O26 -2.434 -2.149 -6.583  0.020
C30 -4.834 3.683 -5.521  -0.676
C31 -3.056 1.849 2.028  -0.010
H57 3.180 1.211 -0.073  0.037
H58 -3.798 3.974 -5.651  0.049
O27 1.503 1.012 5.263  0.015
H59 -4.313 -1.763 -7.308  0.097
O28 1.311 0.926 -4.028  -0.010
H60 -0.420 1.964 -4.498  0.082
H61 2.967 5.324 2.206  0.049
H62 -2.097 0.452 -0.805  0.086
H63 5.073 2.053 -2.812  0.091
C32 -5.020 2.855 -4.274  -0.679
C33 -4.718 2.681 0.628  -0.640
H64 -1.431 -3.800 7.329  0.097
O29 -0.814 5.359 2.360  0.010
H65 1.346 -2.999 -1.863  0.101
O30 -0.544 -0.700 0.600  0.122
C34 -3.548 -4.262 -1.994  -0.671
H66 -4.784 3.493 -3.423  0.050
H67 -3.128 -3.811 0.402  0.102
H68 5.156 0.847 4.287  0.091

Values from the calculation:
DFT total energy   -377955.78820 eV
Kohn-Sham gap   10.6 eV
Molecular weight   1276.50 Da
Structure (SMILES)   COC(=O)OC.COC(=O)OC.COC(=O)OC.COC(=O)OC.COC(=O)OC.COC(=O)OC.COC(=O)OC.COC(=O)OC.COC(=O)OC.COC(=O)OC.BrCCBr.BrCCBr

The following is a quantum chemistry calculation of 9 unconnected molecules or ions with the total composition C34H68F3N4O12PS9 at a distorted geometry, from the OMol25 dataset.

Last column: Löwdin charge in e.
CARTESIAN COORDINATES (ANGSTROEM)
H1 4.857 3.218 -0.188  0.061
O1 -7.682 1.144 2.512  -0.555
H2 7.077 9.003 1.234  0.059
H3 -7.988 -3.241 0.578  0.099
H4 -8.775 -4.872 -1.844  0.114
C1 -4.061 -4.149 -0.580  -0.151
H5 -8.359 -1.491 3.594  0.046
H6 6.186 0.994 5.347  0.047
H7 -10.229 -3.299 -0.355  0.116
S1 -4.438 4.557 -2.206  0.809
N1 0.857 -0.585 -1.232  0.047
H8 -9.877 -1.281 0.710  0.109
H9 7.522 8.097 4.179  0.053
H10 -4.160 1.019 -1.555  -0.010
S2 5.639 -0.673 3.749  0.793
O2 -1.953 0.076 -1.268  0.102
H11 10.133 4.076 -0.174  0.062
H12 8.754 4.925 0.562  0.040
C2 -3.323 -1.873 -0.813  -0.079
O3 6.320 -0.022 2.597  -0.556
H13 8.465 6.619 3.873  0.050
H14 5.756 1.997 -1.114  0.029
H15 -5.417 1.293 1.302  -0.072
H16 0.837 0.013 -2.043  0.043
H17 7.117 7.044 2.789  0.059
H18 9.130 3.846 -3.849  0.047
H19 2.437 0.353 -7.618  0.050
C3 7.880 9.535 1.746  -0.272
F1 -1.128 -6.605 -0.152  0.167
H20 -7.733 -3.419 -2.065  0.110
C4 -8.938 -0.947 -2.393  -0.098
O4 8.975 -4.448 3.509  -0.558
H21 3.124 2.739 1.553  0.055
C5 -8.462 -3.914 -1.427  -0.163
H22 0.933 -2.637 -1.132  0.127
C6 -8.906 -0.653 4.022  -0.273
H23 -9.095 1.224 0.075  0.090
H24 -6.318 0.588 -0.907  0.007
H25 9.806 5.791 -0.569  0.040
C7 1.250 0.820 -5.070  -0.267
H26 8.609 -4.704 0.707  0.060
C8 9.415 -5.348 1.058  -0.271
C9 6.272 -2.348 3.870  -0.270
O5 -4.997 3.226 -1.857  -0.587
S3 9.080 8.359 2.383  0.817
C10 0.278 -1.879 -1.554  -0.192
H27 10.342 3.486 -2.595  0.057
H28 6.042 2.148 0.628  0.050
H29 7.503 -0.193 5.178  0.060
H30 10.367 -4.830 0.960  0.050
H31 -8.768 -1.359 -3.369  0.120
O6 -0.970 -4.322 -1.439  0.129
H32 1.226 1.109 -4.021  0.038
H33 10.024 5.179 -3.080  0.052
C11 -8.772 0.332 -1.924  -0.129
H34 7.185 -6.769 3.583  0.049
H35 7.362 -2.338 3.888  0.047
C12 5.292 2.217 -0.159  -0.281
C13 -4.597 -1.433 -0.606  -0.216
C14 -9.043 1.947 4.637  -0.273
S4 -3.624 -5.872 -0.601  0.799
N2 -9.405 -1.646 -1.342  -0.139
C15 9.359 4.827 -0.335  -0.279
H36 -9.816 -0.474 3.448  0.051
H37 -10.457 -3.346 -2.076  0.121
H38 -9.944 1.957 4.023  0.057
C16 -6.475 -4.705 -0.048  -0.142
H39 -6.581 -1.944 -0.207  0.109
H40 -3.648 3.944 -4.357  0.047
H41 6.863 -5.769 2.146  0.054
H42 9.441 -6.273 0.481  0.053
O7 9.466 7.471 1.254  -0.559
H43 5.884 -2.819 4.774  0.057
C17 -9.746 -3.059 -1.299  -0.135
S5 9.171 -5.737 2.796  0.805
S6 8.288 4.315 -1.679  0.819
C18 -1.622 -3.358 -1.102  -0.322
C19 7.549 -6.486 2.597  -0.272
H44 -6.247 -5.142 0.925  0.125
H45 0.332 0.290 -5.329  0.060
H46 1.372 -1.020 -7.188  0.057
H47 5.930 -2.901 2.998  0.049
H48 -2.613 4.207 -0.693  0.063
C20 7.923 7.440 3.407  -0.270
H49 -9.151 -0.869 5.062  0.051
H50 -2.641 5.223 -3.638  0.051
H51 -6.404 -5.490 -0.796  0.114
H52 4.250 1.656 2.427  0.022
H53 -3.916 5.189 0.017  0.051
F2 -2.469 -7.051 1.436  0.135
H54 7.480 10.128 2.568  0.053
O8 2.387 -1.523 -4.582  -0.551
C21 -2.136 -6.124 0.534  -0.664
H55 -8.539 -4.895 0.449  0.118
C22 -3.321 5.017 -0.877  -0.265
H56 0.281 -2.072 -2.632  0.127
H57 -2.464 3.527 -3.093  0.058
O9 -4.645 -6.719 -0.061  -0.280
P1 -4.959 0.377 -0.598  0.787
C23 -9.534 -0.891 -0.227  -0.104
C24 6.423 -0.063 5.249  -0.268
H58 1.828 -0.737 -1.013  0.041
C25 -7.891 -4.150 -0.019  -0.203
H59 -8.593 2.938 4.641  0.049
H60 3.118 -1.277 -7.411  0.048
C26 -2.036 -1.111 -1.056  -0.326
S7 4.003 1.010 0.139  0.820
H61 -9.282 1.652 5.659  0.051
S8 -7.845 0.798 3.945  0.814
C27 -5.593 -2.354 -0.374  -0.009
C28 3.441 1.705 1.699  -0.269
N3 -4.602 0.889 0.851  -0.276
C29 2.361 -0.580 -7.059  -0.276
C30 -9.127 0.369 -0.576  -0.111
O10 7.835 2.928 -1.381  -0.557
C31 -3.163 4.286 -3.445  -0.271
H62 6.032 -0.607 6.108  0.052
C32 -3.101 -3.218 -0.808  -0.066
H63 1.362 1.709 -5.691  0.052
O11 2.922 1.247 -0.863  -0.569
H64 8.390 10.188 1.041  0.050
H65 -2.793 5.932 -1.147  0.051
H66 7.632 -7.376 1.972  0.053
H67 2.598 1.114 2.053  0.052
H68 -8.402 1.138 -2.536  0.097
C33 -5.362 -3.703 -0.345  -0.143
O12 -3.224 -6.281 -1.908  -0.248
F3 -1.816 -5.019 1.207  0.152
C34 9.583 4.195 -2.923  -0.273
N4 -1.043 -2.087 -0.940  0.078
S9 2.666 -0.261 -5.315  0.804

Values from the calculation:
DFT total energy   -181841.27957 eV
Kohn-Sham gap   7.3 eV
Molecular weight   1101.51 Da